Entry 1:
Formula: C12H20N3O
Source: the Open Molecules 2025 dataset
Level of theory: the ωB97M-V functional and the def2-TZVPD basis

Calculated values
* spin multiplicity: 1
* HOMO level: -12.4579 eV
* gap between HOMO and LUMO: 7.700 eV
* ΔE to the lowest compared entry with this formula, charge and spin: 15.08 kcal/mol
* E: -19279.1134 eV
* charge: +1

```
36
C12H20N3O | the Open Molecules 2025 dataset | the ωB97M-V functional and the def2-TZVPD basis
C -3.7091 -0.5216 -2.4400
C -3.3338 -0.6564 -0.9669
C -2.5445 0.5501 -0.4090
C -2.6153 0.5476 1.1006
N -1.1406 0.3951 -0.8801
C -0.7167 1.0017 -1.9697
C 0.5825 0.8516 -2.4487
C 1.4267 0.0588 -1.7087
C 0.8951 -0.5206 -0.5394
C 1.8034 -1.3696 0.3143
C 3.0801 -0.6005 0.6351
O 4.0567 -0.8430 -0.0167
N 3.1201 0.3759 1.6290
C 1.8217 0.7341 2.2119
C 4.1045 -0.0173 2.6871
N -0.3467 -0.3771 -0.1386
H -2.8556 -0.2691 -3.0661
H -4.4631 0.2508 -2.5683
H -4.0963 -1.4712 -2.7926
H -2.6581 -1.5078 -0.8834
H -4.2091 -0.8478 -0.3583
H -2.9195 1.4679 -0.8500
H -3.6621 0.6699 1.3632
H -2.0530 1.3492 1.5692
H -2.3193 -0.4178 1.4939
H -1.4204 1.6323 -2.4894
H 0.9098 1.3468 -3.3468
H 2.4516 -0.1054 -2.0028
H 2.0703 -2.2511 -0.2581
H 1.2830 -1.7049 1.2056
H 1.2086 1.2602 1.4828
H 1.9829 1.4256 3.0290
H 1.2374 -0.1148 2.5719
H 4.1781 -1.0994 2.7512
H 5.0692 0.4085 2.4439
H 3.7815 0.3689 3.6450
```

Atom charges from the Löwdin analysis, given in e for atoms 1 to 8: C -0.080; C -0.190; C -0.293; C -0.039; N -0.036; C 0.013; C 0.047; C 0.082

***

Entry 2:
Formula: C22H21Cl2CrN3S2
Source: the Open Molecules 2025 dataset
Level of theory: the ωB97M-V functional and the def2-TZVPD basis

Calculated values
* spin multiplicity: 5
* HOMO level (spin up / spin down): 0.6260 / 0.2330 eV
* gap between HOMO and LUMO (spin up / spin down): 4.160 / 4.548 eV
* <S²>: 6.04
* ΔE to the lowest compared entry with this formula, charge and spin: 6.40 kcal/mol
* E: -102762.7925 eV
* charge: -2

```
51
C22H21Cl2CrN3S2 | the Open Molecules 2025 dataset | the ωB97M-V functional and the def2-TZVPD basis
Cr 0.5323 -0.4928 -0.0168
C 0.5185 -1.9545 -3.0933
N -0.2029 -1.6850 -1.8470
C -1.5544 -1.2016 -2.1189
C -1.5084 0.2740 -2.5218
N -0.8483 1.1078 -1.5227
C 0.2848 1.8780 -2.0200
C -1.7554 1.8326 -0.6777
C -2.1740 3.1002 -1.0676
C -3.0786 3.8339 -0.3154
C -3.5767 3.2661 0.8508
C -3.1622 2.0075 1.2438
C -2.2344 1.2495 0.5103
S -1.7384 -0.3145 1.1078
C -0.0456 -2.7985 -0.9389
C -1.1099 -3.6342 -0.6300
C -0.9194 -4.7683 0.1541
C 0.3674 -5.0699 0.5802
C 1.4257 -4.2345 0.2732
C 1.2712 -3.0484 -0.4621
S 2.5460 -1.8677 -0.6101
H 0.0623 -2.8155 -3.6043
H 1.5665 -2.1462 -2.8765
H 0.4602 -1.0845 -3.7484
H -2.1349 -1.2804 -1.2004
H -2.0290 -1.8050 -2.9116
H -2.5360 0.6199 -2.6951
H -0.9809 0.3935 -3.4742
H 0.0083 2.5978 -2.8093
H 1.0282 1.1905 -2.4319
H 0.7603 2.3782 -1.1752
H -1.7675 3.5208 -1.9798
H -3.3757 4.8281 -0.6285
H -4.2786 3.8102 1.4745
H -3.5351 1.5854 2.1690
H -2.1058 -3.3731 -0.9618
H -1.7626 -5.3926 0.4216
H 0.5483 -5.9527 1.1846
H 2.4219 -4.4439 0.6452
Cl 2.4429 3.7721 0.9324
C 2.7018 2.5682 2.2056
C 3.4642 2.9502 3.2733
C 3.7296 2.0648 4.3301
C 3.1715 0.7858 4.2249
C 2.4073 0.4177 3.1470
Cl 1.7491 -1.2245 3.1522
C 2.0686 1.2515 1.9971
N 1.3520 0.9415 0.9938
H 3.8621 3.9599 3.2821
H 4.3315 2.3540 5.1810
H 3.3321 0.0486 5.0048
```

Atom charges from the Löwdin analysis, given in e for atoms 1 to 8: Cr 0.258; C -0.088; N -0.234; C -0.214; C -0.165; N -0.200; C -0.094; C -0.271

***

Entry 3:
Formula: C24H28ClN4O2Pt
Source: the Open Molecules 2025 dataset
Level of theory: the ωB97M-V functional and the def2-TZVPD basis

Calculated values
* spin multiplicity: 5
* HOMO level (spin up / spin down): -8.0476 / -10.8982 eV
* gap between HOMO and LUMO (spin up / spin down): 5.112 / 5.471 eV
* <S²>: 6.04
* E: -51152.6575 eV
* charge: +1

```
60
C24H28ClN4O2Pt | the Open Molecules 2025 dataset | the ωB97M-V functional and the def2-TZVPD basis
Pt -0.6377 -0.5087 -1.1244
N 0.4453 -1.4227 -2.6132
C -0.1586 -2.7138 -2.9152
C -0.8373 -3.2760 -1.6579
N -1.6225 -2.2769 -0.9268
C -2.9693 -2.0770 -1.4705
C -3.0118 -1.0820 -2.6399
N -2.1940 0.0824 -2.3275
H 1.3931 -1.6022 -2.2087
H 0.5399 -0.8301 -3.4692
H -0.8778 -2.6081 -3.7301
H 0.6097 -3.4095 -3.2705
H -1.4318 -4.1642 -1.9010
H -0.0444 -3.6179 -0.9802
H -1.6933 -2.5613 0.0787
H -3.4433 -3.0254 -1.7490
H -3.5816 -1.6590 -0.6609
H -2.6574 -1.5488 -3.5611
H -4.0449 -0.7702 -2.8297
H -1.8735 0.5742 -3.1926
H -2.7742 0.7343 -1.7510
Cl -0.5680 -4.0556 6.7677
C -0.7516 -3.0738 5.3636
C -1.3782 -1.8339 5.4645
C -1.5260 -1.0396 4.3246
C -1.0510 -1.4735 3.0749
C -0.4223 -2.7285 2.9994
C -0.2724 -3.5262 4.1366
C -1.2127 -0.6087 1.8381
O -1.7920 0.5126 1.9894
O -0.7565 -1.0720 0.7459
H -1.7539 -1.4753 6.4172
H -2.0149 -0.0687 4.3959
H -0.0500 -3.0758 2.0364
H 0.2167 -4.4910 4.0508
N 1.2150 0.2536 -0.7771
C 1.5394 1.4501 -0.5603
C 2.9625 1.7625 -0.2946
C 3.5292 2.9347 -0.8091
C 4.8718 3.2291 -0.5631
C 5.6525 2.3538 0.1913
C 5.0946 1.1806 0.6984
C 3.7526 0.8817 0.4545
C 0.4801 2.4841 -0.5823
C -0.5484 2.4225 -1.5305
C -1.5453 3.3999 -1.5444
C -1.5219 4.4352 -0.6102
C -0.5045 4.4946 0.3419
C 0.4953 3.5200 0.3591
H 2.9405 3.6188 -1.4147
H 5.3101 4.1389 -0.9656
H 6.6982 2.5835 0.3800
H 5.7046 0.4967 1.2829
H 3.3310 -0.0346 0.8598
H -0.5768 1.6237 -2.2672
H -2.3408 3.3522 -2.2836
H -2.3008 5.1938 -0.6210
H -0.4925 5.2969 1.0752
H 1.2712 3.5705 1.1186
H -0.8193 1.1300 -0.6423
```

Atom charges from the Löwdin analysis, given in e for atoms 1 to 8: Pt 1.306; N -0.143; C -0.216; C -0.166; N -0.231; C -0.162; C -0.206; N -0.141

***

Entry 4:
Formula: C40H101O13PS2
Source: the Open Molecules 2025 dataset
Level of theory: the ωB97M-V functional and the def2-TZVPD basis

Calculated values
* spin multiplicity: 1
* HOMO level: -8.9315 eV
* gap between HOMO and LUMO: 9.351 eV
* E: -100689.1594 eV

```
157
C40H101O13PS2 | the Open Molecules 2025 dataset | the ωB97M-V functional and the def2-TZVPD basis
O -5.8217 -0.7863 -1.8744
S -6.7053 0.2370 -1.2359
O -6.5877 1.5675 -2.2619
C -5.8523 2.5880 -1.5441
C -4.4011 2.7987 -2.0698
C -3.3622 1.7988 -1.4040
C -1.9246 2.4309 -1.4652
O -1.1818 2.0943 -0.2819
O -8.2632 -0.3709 -1.3247
P -8.7293 -0.8176 -2.9055
S -10.6763 -1.0591 -2.8958
H -5.7641 2.2519 -0.4816
H -6.3833 3.5661 -1.5842
H -4.0541 3.8177 -1.7635
H -4.3101 2.7735 -3.1777
H -3.6357 1.6799 -0.3338
H -3.4192 0.8575 -1.9828
H -1.9665 3.5396 -1.5888
H -1.3880 1.9681 -2.3248
H -0.3497 2.5732 -0.2874
H -8.3692 0.1804 -3.8492
H -8.1630 -2.0717 -3.2830
C -2.6883 -2.3415 -1.8108
C -3.1747 -3.1248 -3.0162
O -2.2105 -4.0265 -3.5359
C -1.7615 -5.0354 -2.6462
C -2.8707 -5.9425 -2.1438
H -1.7835 -1.7811 -2.0601
H -3.4571 -1.6404 -1.4818
H -2.4472 -2.9922 -0.9684
H -3.4051 -2.4242 -3.8208
H -4.1063 -3.6547 -2.7912
H -1.2141 -4.5858 -1.8107
H -1.0371 -5.6339 -3.2019
H -3.6217 -5.3924 -1.5731
H -2.4616 -6.7199 -1.4957
H -3.3823 -6.4204 -2.9820
C 2.9199 6.5893 2.7944
C 1.7850 5.6349 2.4677
O 1.6271 5.3979 1.0788
C 2.7421 4.8275 0.4096
C 3.1497 3.4729 0.9600
H 2.7700 7.5464 2.2898
H 2.9723 6.7638 3.8709
H 3.8868 6.1979 2.4726
H 0.8455 6.0692 2.8135
H 1.9029 4.6874 3.0036
H 3.5864 5.5250 0.4171
H 2.4492 4.7105 -0.6361
H 3.4601 3.5323 2.0041
H 3.9831 3.0651 0.3865
H 2.3126 2.7724 0.9070
C -4.3229 -7.2081 1.5743
C -4.8130 -7.9972 0.3726
O -3.8501 -8.9014 -0.1444
C -3.3958 -9.9088 0.7458
C -4.5000 -10.8180 1.2539
H -3.4181 -6.6498 1.3212
H -5.0886 -6.5041 1.9054
H -4.0809 -7.8562 2.4175
H -5.0452 -7.2997 -0.4342
H -5.7444 -8.5252 0.6028
H -2.8452 -9.4574 1.5781
H -2.6730 -10.5071 0.1872
H -5.2502 -10.2711 1.8278
H -4.0841 -11.5936 1.8989
H -5.0132 -11.2978 0.4177
C 8.5709 6.0659 0.3065
C 7.8004 5.6168 1.5357
O 6.7757 4.6763 1.2524
C 7.1949 3.4560 0.6611
C 8.1761 2.6733 1.5161
H 7.8919 6.4998 -0.4310
H 9.3180 6.8138 0.5780
H 9.0899 5.2355 -0.1754
H 7.3073 6.4836 1.9803
H 8.4778 5.2210 2.2999
H 7.6038 3.6408 -0.3381
H 6.2936 2.8572 0.5189
H 9.1023 3.2249 1.6851
H 8.4323 1.7299 1.0309
H 7.7409 2.4567 2.4940
C 5.0032 9.1752 1.1977
C 6.1725 10.1067 0.9305
O 7.1159 9.5837 0.0084
C 6.6288 9.2918 -1.2917
C 6.0591 10.5003 -2.0140
H 5.3607 8.2117 1.5695
H 4.3322 9.6113 1.9400
H 4.4206 8.9806 0.2953
H 6.7118 10.2691 1.8655
H 5.8239 11.0906 0.5999
H 5.8953 8.4790 -1.2468
H 7.4781 8.9078 -1.8605
H 5.1988 10.9215 -1.4916
H 5.7371 10.2232 -3.0194
H 6.8122 11.2871 -2.0926
C -3.2212 1.3511 -8.5501
C -2.2516 0.8552 -7.4907
O -2.8750 0.5062 -6.2664
C -3.8460 -0.5265 -6.3304
C -3.3004 -1.8494 -6.8415
H -3.7782 2.2161 -8.1824
H -2.6809 1.6394 -9.4537
H -3.9492 0.5871 -8.8269
H -1.5448 1.6530 -7.2565
H -1.6571 0.0161 -7.8662
H -4.7056 -0.2001 -6.9264
H -4.2132 -0.6634 -5.3108
H -2.9254 -1.7706 -7.8634
H -4.0820 -2.6111 -6.8298
H -2.4732 -2.1883 -6.2140
C -5.8057 -3.2880 3.2148
C -5.8224 -4.2228 4.4129
O -4.6033 -4.9197 4.6082
C -3.4524 -4.1223 4.8335
C -3.5547 -3.2368 6.0632
H -5.5686 -3.8407 2.3026
H -6.7797 -2.8102 3.0930
H -5.0591 -2.4997 3.3223
H -6.5877 -4.9849 4.2563
H -6.1029 -3.6856 5.3249
H -3.2221 -3.5299 3.9414
H -2.6208 -4.8171 4.9647
H -4.3693 -2.5153 5.9818
H -2.6275 -2.6793 6.2062
H -3.7401 -3.8411 6.9537
C 9.2314 11.5309 6.2138
C 7.9240 10.8393 5.8669
O 7.8506 10.4028 4.5198
C 8.8353 9.4659 4.1092
C 8.8118 8.1727 4.9059
H 9.3940 12.3896 5.5585
H 9.2142 11.8771 7.2489
H 10.0883 10.8655 6.0994
H 7.1033 11.5451 6.0039
H 7.7303 10.0037 6.5475
H 9.8288 9.9258 4.1344
H 8.6271 9.2394 3.0611
H 9.0212 8.3393 5.9638
H 9.5612 7.4780 4.5220
H 7.8293 7.7003 4.8371
C -3.2309 -13.1875 -2.1897
C -2.2517 -13.6803 -1.1378
O -2.8641 -14.0234 0.0945
C -3.8364 -15.0545 0.0485
C -3.2964 -16.3804 -0.4585
H -3.7834 -12.3201 -1.8202
H -2.6991 -12.9033 -3.0995
H -3.9625 -13.9518 -2.4565
H -1.5422 -12.8817 -0.9139
H -1.6612 -14.5216 -1.5153
H -4.7018 -14.7322 -0.5404
H -4.1920 -15.1844 1.0724
H -2.9324 -16.3088 -1.4847
H -4.0779 -17.1418 -0.4333
H -2.4626 -16.7148 0.1623
```

Atom charges from the Löwdin analysis, given in e for atoms 1 to 8: O -0.439; S 0.938; O -0.352; C -0.266; C -0.166; C -0.156; C -0.247; O -0.087

***

Question: Which of these has the highest E?
Answer: C12H20N3O